(1)
The following is a quantum chemistry calculation of C22H37O2SiTi as an isolated structure, from the OMol25 dataset.

Each line ends with the Mulliken charge.
Atoms and positions in Å:
O: 0.53336 -0.13593 -4.32046  0.0040
C: 1.50361 0.70753 -5.12716  -0.1898
C: 1.53245 -0.21538 -6.30804  -0.7610
H: 2.44905 0.76507 -4.57364  0.3830
H: 1.14650 1.70105 -5.39418  0.1407
C: 0.70641 -1.13110 -5.37981  1.5056
H: 2.53638 -0.55649 -6.59880  0.3211
H: 0.96723 0.18023 -7.15819  0.3936
C: 1.57473 -2.29009 -5.00993  -1.7019
H: 2.35242 -1.99004 -4.30491  0.3116
H: 2.08190 -2.62411 -5.93228  0.5600
H: 0.96033 -3.14073 -4.67459  0.3182
C: -0.62021 -1.57380 -5.95108  -1.7322
H: -1.27747 -0.72228 -6.14452  0.3444
H: -1.11473 -2.21558 -5.22304  0.3222
H: -0.45504 -2.15981 -6.87310  0.4077
Ti: 0.00733 -0.31926 -1.11640  -0.0729
C: -1.78997 -1.25363 0.39341  -0.4445
C: -1.75698 0.16008 0.49227  -0.5898
C: -1.91996 0.72241 -0.82573  -0.3286
H: -1.74534 0.73564 1.42255  0.5228
C: -2.02756 -0.39640 -1.76745  -0.6947
C: -1.92804 -1.61106 -0.99480  -0.3435
H: -2.07647 -2.61611 -1.38249  0.5508
H: -1.79295 -1.93567 1.27069  0.4677
H: -2.06281 1.76220 -1.08088  0.6768
H: -2.26153 -0.26598 -2.82114  0.6399
C: 2.11686 -2.83528 -1.15599  -1.4032
C: 0.85955 -3.00697 -1.80630  -0.8640
C: 0.54942 -1.81548 -2.50032  -0.3385
H: 0.29744 -3.93241 -1.98183  0.4792
C: 1.65552 -0.87197 -2.27172  -0.4779
C: 2.54990 -1.50017 -1.36018  -0.5102
H: 3.50711 -1.02476 -1.11543  0.6289
H: 2.66206 -3.57127 -0.58665  0.5254
H: -0.32217 -1.71046 -3.14102  1.3102
H: 1.83217 0.12634 -2.64411  0.3190
O: 0.37844 3.09177 -4.76833  -0.5845
C: -0.81808 2.66884 -4.00971  0.9583
C: -2.02996 3.40222 -4.62495  -0.5815
H: -0.64439 2.96555 -2.93633  -0.2430
H: -0.94812 1.56847 -4.03806  -0.4145
C: -1.40758 4.61886 -5.35353  -0.5565
H: -2.73810 3.68037 -3.82444  0.3271
H: -2.54784 2.72918 -5.33322  0.3041
C: 0.10150 4.43760 -5.22710  -0.6231
H: -1.71251 5.53171 -4.85535  0.2844
H: -1.75000 4.65630 -6.38890  0.2562
H: 0.47154 5.10824 -4.43575  0.2753
H: 0.61467 4.67249 -6.15719  0.4110
C: 2.36138 0.86238 1.37805  -1.2128
Si: 1.49590 1.63574 -0.13064  1.0711
C: 0.55002 3.01094 0.76570  -1.2527
C: 2.69506 2.46995 -1.35653  -1.0016
H: 1.60017 0.55903 2.11480  0.2880
H: 3.01486 1.60403 1.86569  0.3700
H: 2.95715 -0.02716 1.13154  0.3252
H: 1.25485 3.77907 1.13080  0.4156
H: -0.17860 3.49044 0.09820  0.2975
H: 0.01505 2.59559 1.63474  0.2847
H: 3.09723 3.39828 -0.91749  0.4185
H: 3.55160 1.82315 -1.60413  0.3187
H: 2.20405 2.73931 -2.30775  0.1842

Properties
Maximum force = 0.062 Eh/bohr
Charge = +1
Total energy = -2149.51228 hartree
Energy above the lowest of the compared OMol25 structures with the same formula, charge and spin = 5.153 eV
Gap between HOMO and LUMO = 7.0 eV

***

(2)
The following is a quantum chemistry calculation of C28H56AsCuF9N3O11 as an isolated structure, from the OMol25 dataset.

Each line ends with the Mulliken spin population.
Atoms and positions in Å:
Cu: 2.03804 -1.42349 -2.52030  0.0000
As: 1.31949 0.13382 2.61039  0.0000
F: 2.10159 -0.22045 1.02074  0.0000
F: 0.12444 1.25463 1.81672  0.0000
F: 0.67376 0.48508 4.24493  0.0000
F: 2.48461 -1.07216 3.32000  0.0000
F: 2.48515 1.48915 2.78758  0.0000
F: 0.15177 -1.19533 2.36563  0.0000
C: 6.94221 1.06535 2.00360  0.0000
C: 7.12151 2.40831 1.33452  0.0000
N: 7.30416 3.44252 0.83778  0.0000
H: 7.23822 0.30377 1.28216  0.0000
H: 5.91849 0.81572 2.28248  0.0000
H: 7.50616 1.09782 2.93580  0.0000
C: 3.04773 0.89586 8.45193  0.0000
C: 1.93913 0.01909 8.99659  0.0000
N: 1.10815 -0.68273 9.37659  0.0000
H: 3.36368 1.59421 9.22691  0.0000
H: 2.62360 1.34802 7.55541  0.0000
H: 3.94482 0.42352 8.05166  0.0000
C: -1.62541 -3.19894 6.42770  0.0000
C: -2.07718 -4.05714 7.56841  0.0000
N: -2.34482 -4.65357 8.46863  0.0000
H: -0.66961 -3.68940 6.24329  0.0000
H: -1.37730 -2.14809 6.57687  0.0000
H: -2.30240 -3.34771 5.58648  0.0000
C: 3.12222 1.82705 -2.38130  0.0000
O: 2.05486 1.09174 -2.94703  0.0000
C: 1.45101 1.82928 -3.98775  0.0001
C: 0.36072 0.94254 -4.68009  0.0000
O: 0.78642 -0.39160 -4.63598  -0.0001
C: 0.13482 -1.33381 -5.48640  -0.0001
C: 0.96129 -2.52646 -5.67281  0.0000
O: 1.56577 -3.00140 -4.42483  0.0000
C: 2.31781 -4.22553 -4.61099  0.0000
H: 3.70339 1.16523 -1.73916  0.0000
H: 2.87032 2.70889 -1.79223  0.0000
H: 3.81551 2.17561 -3.14677  0.0000
H: 2.15433 2.12401 -4.76658  0.0000
H: 1.02225 2.73986 -3.56929  0.0000
H: 0.13437 1.19476 -5.71607  0.0002
H: -0.59390 0.97042 -4.15471  -0.0002
H: -0.09120 -0.94384 -6.47884  0.0000
H: -0.78527 -1.57838 -4.95562  0.0000
H: 1.76016 -2.26876 -6.36815  0.0000
H: 0.37097 -3.35036 -6.07382  0.0000
H: 1.62754 -4.99499 -4.95676  0.0000
H: 2.68779 -4.58180 -3.64959  0.0000
H: 3.12910 -4.12259 -5.33162  0.0000
C: -3.21867 3.74534 -1.60222  0.0085
O: -3.62546 3.11173 -2.78632  0.4688
C: -5.01074 3.25372 -3.09798  0.0216
C: -5.28227 2.22292 -4.21557  0.0196
O: -4.56397 2.49101 -5.36220  0.2748
C: -4.74618 1.42982 -6.45840  -0.0096
C: -6.10626 1.02804 -6.98065  0.0164
O: -6.99782 0.44054 -5.99782  0.0142
C: -8.27221 0.10814 -6.48403  0.0014
H: -3.45088 4.81031 -1.59796  0.0380
H: -2.15110 3.61749 -1.42320  0.0006
H: -3.82831 3.39088 -0.77108  0.0356
H: -4.96949 4.28132 -3.45913  0.0269
H: -5.76600 3.17250 -2.31625  0.0137
H: -6.32084 2.19460 -4.54522  0.0419
H: -4.99318 1.22709 -3.87965  0.0199
H: -4.26941 0.48293 -6.20501  0.0092
H: -4.20582 1.79434 -7.33204  -0.0012
H: -5.84071 0.37354 -7.81084  -0.0005
H: -6.64738 1.88384 -7.38426  0.0000
H: -8.83119 -0.48942 -5.76393  -0.0001
H: -8.24939 -0.45798 -7.41520  0.0002
H: -8.83736 1.03548 -6.57753  0.0005
C: -1.29104 -1.72664 -1.00421  0.0001
O: -0.08643 -2.53566 -0.94099  -0.0001
C: -0.35663 -3.94380 -0.94752  0.0000
C: 0.82955 -4.74306 -0.31916  0.0000
O: 2.10866 -4.22098 -0.66751  0.0000
C: 3.21128 -4.77249 0.14529  0.0000
C: 3.22540 -6.25929 0.23348  0.0000
O: 2.13724 -6.75330 1.00269  0.0000
C: 2.49911 -7.14473 2.29139  0.0000
H: -1.81019 -1.81941 -1.95814  -0.0001
H: -0.92348 -0.70068 -1.02410  0.0000
H: -1.97696 -1.98820 -0.19848  0.0000
H: -0.57819 -4.28763 -1.95787  0.0000
H: -1.24284 -4.10860 -0.33468  0.0000
H: 0.73501 -5.75207 -0.72050  0.0000
H: 0.74575 -4.78409 0.76684  0.0000
H: 3.08700 -4.51983 1.19830  0.0000
H: 4.13019 -4.34336 -0.25414  0.0000
H: 4.20065 -6.66905 0.49631  0.0000
H: 3.01512 -6.63333 -0.76850  0.0000
H: 3.05819 -8.07954 2.25061  0.0000
H: 1.63952 -7.25033 2.95325  0.0000
H: 3.17782 -6.45105 2.78764  0.0000
C: -0.99526 5.39924 4.59381  0.0000
C: 0.34250 5.60665 5.29826  0.0000
O: 0.11574 6.49113 6.37751  0.0000
C: 1.13747 6.64445 7.21141  0.0000
O: 2.26165 6.10468 7.13776  0.0000
C: 0.69703 7.48248 8.49461  0.0000
F: 1.60162 8.40113 8.78851  0.0000
F: -0.36559 8.23159 8.23300  0.0000
F: 0.51759 6.73391 9.56230  0.0000
H: -0.99599 4.67159 3.78227  0.0000
H: -1.35771 6.31538 4.12753  0.0000
H: -1.77961 5.12752 5.30025  0.0000
H: 1.14688 5.97792 4.66325  0.0000
H: 0.72291 4.61406 5.53944  0.0000

Properties
Maximum force = 0.119 Eh/bohr
Charge = +1
Total energy = -6866.86174 hartree
Spin multiplicity = 2
Energy above the lowest of the compared OMol25 structures with the same formula, charge and spin = 2.764 eV
Gap between HOMO and LUMO (spin up / spin down) = 8.4 / 2.1 eV

***

(3)
The following is a quantum chemistry calculation of a 2-piece molecular cluster, C5H12NS overall, from the OMol25 dataset.

Each line ends with the Mulliken charge.
Atoms and positions in Å:
C: 0.41145 -0.52461 0.35879  -0.2807
C: -1.86109 -0.96394 -3.10018  -1.1436
C: 0.52748 2.12080 0.80631  -1.3199
C: 1.29217 -0.93372 2.67057  -0.8381
C: 0.87829 1.26045 1.89510  0.4026
N: 0.97285 0.01124 1.61183  0.1787
S: 1.41015 -1.67530 -0.25319  -0.0256
H: -0.83097 -1.07375 -3.02315  0.2070
H: -1.95009 -0.88514 -4.14194  0.3459
H: -1.99303 -0.09852 -2.63223  0.3272
H: -0.27931 1.70513 0.16273  0.3804
H: 0.28284 3.18921 0.89166  0.3601
H: 1.33096 2.25057 0.14374  0.4070
H: 2.41632 -1.14546 2.49146  0.3647
H: 0.77194 -1.96280 2.38857  0.2916
H: 1.02105 -0.41040 3.50900  0.3843
H: 0.87056 1.75243 2.81555  0.4277
H: -2.29913 -1.87372 -2.68017  0.2741
H: 0.36108 -2.32388 -1.04749  0.2565

Properties
Maximum force = 0.109 Eh/bohr
Charge = +1
Total energy = -650.21991 hartree
Energy above the lowest of the compared OMol25 structures with the same formula, charge and spin = 5.302 eV
Gap between HOMO and LUMO = 8.3 eV

***

(4)
The following is a quantum chemistry calculation of C2H3N3O2 as an isolated structure, from the OMol25 dataset.

Each line ends with the Mulliken charge.
Atoms and positions in Å:
C: 1.44603 -0.98129 -0.01494  0.6323
C: 0.10931 -0.76091 0.26951  0.0421
N: -0.01613 1.84450 0.23741  0.3685
N: 0.31824 1.96188 -0.84168  -0.3302
N: -0.95662 -1.08297 -0.62284  -0.5245
O: 2.57377 -1.16691 0.22105  -0.3677
O: -0.06639 0.26114 1.04581  -0.5173
H: -0.29773 2.51182 0.86925  0.2406
H: -1.77499 -0.52543 -0.43085  0.2320
H: -1.33550 -2.06184 -0.73272  0.2241

Properties
Maximum force = 0.076 Eh/bohr
Total energy = -392.58537 hartree
Energy above the lowest of the compared OMol25 structures with the same formula, charge and spin = 5.665 eV
Gap between HOMO and LUMO (spin up / spin down) = 7.7 / 7.7 eV

***

(5)
The following is a quantum chemistry calculation of C37H35BrCaNO2PS3 as an isolated structure, from the OMol25 dataset.

Each line ends with the Mulliken charge.
Atoms and positions in Å:
Ca: -0.60193 -0.52499 1.14287  1.0600
C: 2.72532 5.57310 3.53298  -0.0873
C: 1.25081 5.78140 3.63876  -1.2297
S: -1.68232 2.35677 1.68990  -0.3638
C: -1.54266 2.49400 3.50802  -0.9101
C: -0.13070 2.47387 4.07526  -0.1749
S: 0.73846 0.94065 3.60140  -0.1435
C: 2.48666 1.43344 3.48565  -0.6519
C: 2.79537 2.83705 2.95379  -0.7289
S: 3.27312 3.96661 4.28629  -0.1868
H: 3.45013 6.27583 3.99689  0.2958
H: 3.04181 5.50750 2.48217  0.1448
H: 0.95009 6.68916 3.09752  0.2212
H: 0.95059 5.87627 4.69315  0.1036
H: -2.10297 1.63344 3.88244  0.5322
H: -2.03989 3.40246 3.85527  0.4086
H: -0.19777 2.46524 5.16753  0.3677
H: 0.43644 3.37021 3.79132  -0.0594
H: 2.92963 0.68016 2.83135  0.1893
H: 2.96112 1.30365 4.46031  0.6259
H: 1.94751 3.27678 2.42058  0.3155
H: 3.63606 2.76169 2.26357  0.3843
O: -0.36282 -2.93060 2.07540  -0.7746
C: 0.45744 -2.92819 1.13900  0.0953
O: 1.25493 -1.98674 0.86724  -0.6304
C: 0.42031 -4.05008 0.12805  0.6759
C: 0.41929 -5.37566 0.54877  -0.4605
C: 0.47001 -6.40322 -0.37745  -0.5080
C: 0.49318 -6.10775 -1.73570  -0.6894
C: 0.43309 -4.78892 -2.15685  -0.1109
C: 0.38989 -3.74329 -1.23436  -0.2070
P: 0.11077 -1.99500 -1.75433  1.0586
C: -0.89077 -2.32187 -3.25815  -0.2443
C: -2.21892 -2.68544 -3.02633  -0.6253
C: -3.08324 -2.92480 -4.08132  -0.5788
C: -2.64061 -2.78543 -5.39084  -0.4663
C: -1.32814 -2.41127 -5.63319  -0.6659
C: -0.45785 -2.18129 -4.57413  0.1877
C: 1.72435 -1.46909 -2.40386  0.5380
C: 1.78103 -0.32096 -3.19703  -0.3156
C: 3.00006 0.20728 -3.58835  -0.8248
C: 4.18170 -0.38964 -3.17047  -0.5681
C: 4.13390 -1.51279 -2.35967  -0.7243
C: 2.91312 -2.05032 -1.97504  -0.5964
H: 0.38486 -5.57850 1.61161  0.4794
H: 0.48630 -7.43406 -0.04444  0.3676
H: 0.53500 -6.90485 -2.46818  0.3958
H: 0.39685 -4.56912 -3.21709  0.4060
H: -2.58258 -2.76566 -2.00720  0.3996
H: -4.11074 -3.19909 -3.87868  0.3973
H: -3.32067 -2.95751 -6.21607  0.3504
H: -0.97385 -2.29587 -6.65078  0.4005
H: 0.56844 -1.90948 -4.77912  0.3721
H: 0.86401 0.17771 -3.49092  0.5635
H: 3.02654 1.10427 -4.19473  0.3963
H: 5.13498 0.03953 -3.45038  0.3993
H: 5.05206 -1.96641 -2.00712  0.3879
H: 2.88092 -2.91083 -1.31943  0.3703
Br: 4.78595 2.08644 -0.35954  -0.1680
C: 2.90829 2.09624 -0.57887  -0.4243
C: 2.28525 3.11531 -1.27135  -0.2726
C: 0.90931 3.05945 -1.41943  -1.1739
C: 0.21766 1.99546 -0.86446  -0.9249
N: 0.83141 1.02692 -0.18821  1.6806
C: 2.14866 1.07538 -0.03642  -0.7425
H: 2.86235 3.93876 -1.67143  0.5120
H: 0.37277 3.84606 -1.93135  0.4254
H: -0.86344 1.92069 -0.91861  0.5940
H: 2.60427 0.25692 0.50893  0.8064
C: -2.48234 0.75914 1.49441  -0.8516
C: -3.89277 0.73826 1.63473  0.2833
C: -4.60031 -0.50596 1.51141  -0.6524
C: -5.96721 -0.61379 1.62032  -0.3333
C: -6.77440 0.50419 1.87498  -0.5230
C: -6.12326 1.72876 2.02070  -0.4969
C: -4.75066 1.85185 1.91457  -0.4616
H: -4.01067 -1.40204 1.32982  0.1548
H: -6.42400 -1.59565 1.51420  0.3092
H: -7.85110 0.41763 1.96669  0.3204
H: -6.70878 2.62259 2.22820  0.3011
H: -4.29470 2.82802 2.03478  0.2745

Properties
Maximum force = 0.023 Eh/bohr
Charge = -2
Total energy = -6423.68560 hartree
Energy above the lowest of the compared OMol25 structures with the same formula, charge and spin = 0.000 eV
Gap between HOMO and LUMO = 3.2 eV